Computed, not measured: C16H26ClGe2IrO4 as an isolated structure at a distorted geometry, with the ωB97M-V functional and the def2-TZVPD basis.

Each line ends with the Löwdin charge.
Positions of all 50 atoms, in Å:
1 Ir -0.477 -0.004 -0.178  1.036
2 O -1.952 3.887 -1.306  -0.451
3 Cl -2.166 2.451 -1.191  0.928
4 O -3.461 1.893 -1.575  -0.457
5 O 0.096 -0.023 -1.861  -0.587
6 O -1.129 0.463 1.409  -0.586
7 C 3.714 0.927 3.222  -0.102
8 C 2.466 1.381 2.516  -0.211
9 Ge 2.073 0.456 0.711  1.058
10 C 3.632 0.927 -0.568  -0.208
11 C 4.989 0.437 -0.144  -0.101
12 C 2.456 -1.440 1.135  -0.180
13 C 1.693 -2.587 1.011  -0.258
14 Ge -0.152 -2.463 0.309  0.889
15 C -0.402 -3.256 -1.450  -0.353
16 C -0.319 -4.778 -1.575  -0.144
17 C -1.545 -2.800 1.625  -0.353
18 C -1.706 -4.223 2.161  -0.144
19 C 2.239 -3.861 1.390  -0.145
20 C 1.450 -5.052 1.282  -0.006
21 C 1.947 -6.269 1.643  0.012
22 C 3.264 -6.365 2.130  0.062
23 C 4.077 -5.224 2.252  -0.004
24 C 3.586 -4.005 1.891  0.030
25 H 3.762 1.479 4.167  0.122
26 H 4.625 1.169 2.683  0.071
27 H 3.705 -0.133 3.475  0.082
28 H 2.457 2.434 2.243  0.090
29 H 1.533 1.110 3.020  0.099
30 H 3.543 2.008 -0.647  0.090
31 H 3.231 0.442 -1.463  0.099
32 H 5.348 0.903 0.769  0.072
33 H 5.692 0.730 -0.933  0.122
34 H 5.048 -0.647 -0.055  0.082
35 H 3.460 -1.528 1.544  0.036
36 H 0.288 -2.753 -2.128  0.060
37 H -1.408 -2.909 -1.705  0.077
38 H 0.681 -5.158 -1.365  0.063
39 H -0.552 -5.060 -2.602  0.089
40 H -1.038 -5.290 -0.935  0.070
41 H -2.442 -2.497 1.076  0.077
42 H -1.407 -2.075 2.428  0.060
43 H -1.893 -4.949 1.368  0.070
44 H -2.569 -4.253 2.826  0.089
45 H -0.846 -4.546 2.746  0.064
46 H 0.440 -4.991 0.909  0.067
47 H 1.337 -7.157 1.557  0.139
48 H 3.657 -7.334 2.414  0.140
49 H 5.085 -5.318 2.630  0.133
50 H 4.221 -3.140 1.988  0.111

Summary:
E_HOMO (spin up / spin down) ... -14.09 / -15.83 eV
Strongest force on any atom ... 3.705 eV Å⁻¹
Gap between HOMO and LUMO (spin up / spin down) ... 5.991 / 4.380 eV
Spin multiplicity ... 5
Total charge ... +2
Molecular weight ... 655.27 g mol⁻¹
<S²> ... 6.098
DFT total energy ... -153567.52444 eV